# 1
Below is a structure of composition C9H18ClIMgO9 at a distorted geometry, with properties calculated with ωB97M-V/def2-TZVPD.

## Properties
DFT total energy = -1989.09272 Ha
HOMO level = -0.3039 hartree
Kohn-Sham gap = 0.3194 Ha
energy relative to the best compared isomer or geometry (same formula, charge and spin) = 0.0 kcal per mole

XYZ file:
```
39
Properties=species:S:1:pos:R:3:forces:R:3
Mg -0.836 -0.364 -0.038 -0.50 0.32 -0.74
I -1.730 0.121 2.374 -0.10 0.23 0.46
Cl -1.981 -1.364 -1.767 0.09 -0.15 0.00
C 2.501 -3.962 2.344 -0.31 0.14 0.83
O 1.990 -2.929 1.499 0.42 0.39 -0.30
C 0.705 -2.802 1.250 -0.45 -0.62 0.80
O 0.293 -1.912 0.551 0.29 -0.06 -0.42
O -0.044 -3.701 1.865 0.21 -0.08 -0.24
C -1.421 -3.792 1.445 -0.57 0.08 0.46
H 2.538 -4.917 1.831 0.06 0.00 -0.12
H 1.898 -4.044 3.251 -0.06 -0.11 -0.19
H 3.480 -3.615 2.660 0.14 -0.14 -0.30
H -1.889 -2.810 1.401 0.21 0.04 -0.31
H -1.953 -4.329 2.228 0.30 -0.17 0.00
H -1.475 -4.342 0.511 -0.02 0.17 -0.14
C 1.193 1.488 -2.992 -0.23 0.19 0.22
O 2.220 1.574 -1.978 0.09 0.03 -0.13
C 1.945 1.020 -0.820 -0.09 0.00 -0.32
O 0.880 0.513 -0.536 0.12 0.00 -0.03
O 2.979 1.100 -0.025 0.34 0.31 -0.15
C 2.835 0.562 1.285 0.03 -0.79 0.52
H 1.696 1.696 -3.928 0.07 -0.21 -0.06
H 0.438 2.257 -2.826 0.05 -0.03 0.14
H 0.709 0.516 -2.953 0.07 -0.04 -0.20
H 3.398 1.192 1.963 -0.18 0.24 -0.01
H 3.277 -0.437 1.324 -0.02 0.07 -0.21
H 1.785 0.458 1.547 0.06 0.27 0.20
C -0.394 3.816 0.162 0.77 0.17 0.04
O -1.536 3.876 -0.676 -0.30 0.47 -0.01
C -2.076 2.728 -1.037 -0.36 -0.14 0.02
O -1.560 1.645 -0.918 0.37 -0.47 0.33
O -3.258 2.944 -1.570 0.10 0.61 -0.02
C -3.970 1.796 -2.031 0.46 -0.66 -0.60
H 0.083 4.793 0.108 -0.19 0.05 -0.02
H 0.327 3.084 -0.200 -0.17 -0.11 0.08
H -0.666 3.610 1.195 -0.12 -0.19 -0.04
H -4.616 2.142 -2.831 -0.34 0.11 0.29
H -4.480 1.325 -1.198 -0.25 0.04 -0.04
H -3.286 1.066 -2.472 0.00 0.05 0.24
```
Positions in Å, forces in eV/Å.

=====

# 2
Below is a structure of composition C9H18F39HfNO3P6S at a distorted geometry, with properties calculated with ωB97M-V/def2-TZVPD.

## Properties
DFT total energy = -7024.67424 Ha
HOMO level = -0.1771 hartree
net charge = -2
Kohn-Sham gap = 0.2598 Ha

XYZ file:
```
78
Properties=species:S:1:pos:R:3:forces:R:3
Hf -1.399 1.242 -2.095 -1.58 -1.80 -0.52
C 4.712 -4.958 4.408 0.39 -0.72 0.23
C 3.780 -3.992 3.761 -0.58 0.07 -0.20
C 3.133 -3.091 4.754 -0.29 1.75 0.44
N 2.546 -1.798 4.157 -1.21 -0.78 -0.63
C 1.633 -1.249 5.218 1.43 1.14 -0.74
C 1.666 -2.041 2.929 0.35 -0.04 -0.77
C 1.613 -0.707 2.205 -1.17 0.44 0.38
C 2.972 -0.061 2.465 -0.34 0.64 -0.99
C 3.561 -0.811 3.636 1.20 0.06 0.23
H 5.290 -4.501 5.211 0.29 -0.03 -0.17
H 5.346 -5.335 3.606 0.29 -0.27 0.43
H 4.156 -5.792 4.837 0.13 -0.09 0.07
H 2.946 -4.575 3.370 0.24 0.12 -0.78
H 4.317 -3.469 2.970 -0.33 0.16 -0.03
H 3.728 -2.700 5.579 0.76 -0.14 -0.23
H 2.362 -3.637 5.298 -0.48 0.18 -0.35
H 0.851 -2.000 5.329 0.18 0.42 0.79
H 1.263 -0.262 4.940 -0.44 -0.31 -0.56
H 2.353 -0.968 5.987 -0.63 -0.76 0.95
H 0.715 -2.455 3.264 0.08 -0.01 -0.21
H 2.180 -2.713 2.242 -0.01 -0.37 0.39
H 0.815 -0.080 2.602 0.04 0.08 0.28
H 1.280 -0.801 1.171 0.69 -0.18 0.08
H 2.871 1.018 2.589 -0.22 -0.09 0.51
H 3.634 -0.094 1.600 -0.03 -0.49 -0.08
H 3.952 -0.144 4.404 -0.39 -0.22 0.43
H 4.426 -1.369 3.280 -0.13 -0.31 0.20
C -5.002 -0.644 -4.722 2.42 -0.48 -0.11
F -4.774 -0.612 -6.035 0.46 -0.23 -0.57
F -5.262 0.584 -4.377 -0.54 1.02 0.90
F -6.026 -1.433 -4.548 -1.15 -0.59 0.62
S -3.452 -1.373 -3.758 -1.29 -4.85 -0.89
O -2.665 -2.049 -4.791 -0.66 1.64 0.87
O -2.863 -0.215 -3.117 2.15 3.42 1.59
O -3.976 -2.310 -2.768 -0.04 1.32 -1.08
P 2.478 1.491 -2.557 3.70 -0.40 -0.96
F 2.313 2.251 -3.986 -0.41 -0.49 1.23
F 1.895 0.098 -3.224 1.51 0.78 -0.51
F 4.107 1.256 -2.904 -1.93 -0.19 0.28
F 2.653 0.616 -1.197 0.58 0.96 0.07
F 2.866 2.965 -1.839 -0.78 -2.35 -0.64
F 0.937 1.674 -2.108 -3.63 1.57 0.51
P 0.129 2.981 1.113 1.46 3.04 1.29
F -0.769 2.285 2.245 0.80 -0.75 0.04
F 1.123 3.700 2.186 0.31 -1.17 0.84
F 1.143 1.732 0.955 0.26 0.60 0.43
F 0.814 3.950 0.016 1.26 -2.15 -1.71
F -0.746 2.129 -0.002 -1.45 -0.03 -2.14
F -0.798 4.244 1.227 -2.67 0.15 0.53
P -1.102 1.816 -5.293 -2.11 -0.40 -4.16
F -1.882 0.559 -5.979 1.15 0.92 -0.94
F -2.393 1.913 -4.336 -1.82 0.55 1.55
F -0.642 0.720 -4.205 2.05 -1.87 2.54
F -0.504 2.870 -4.304 1.65 1.83 -0.25
F 0.283 1.655 -6.157 -2.20 0.40 0.97
F -1.892 2.883 -6.298 2.10 -1.01 0.91
P -2.852 4.237 -1.935 -2.29 3.58 2.99
F -2.232 5.718 -1.486 -0.11 -2.17 -0.31
F -4.333 4.765 -1.690 -0.11 0.05 -1.70
F -2.711 4.706 -3.475 -0.90 -0.47 0.75
F -3.349 2.736 -2.362 -0.40 -1.08 -0.01
F -1.396 3.553 -2.128 2.56 -1.27 1.01
F -2.995 3.741 -0.328 1.85 0.34 -2.10
P -4.346 0.527 0.272 -0.68 0.94 0.06
F -4.925 1.989 -0.281 -0.02 -1.38 0.93
F -3.624 1.379 1.508 -1.84 -1.35 0.07
F -5.721 0.100 0.882 -0.52 0.58 1.08
F -3.693 -0.886 0.848 -0.53 1.53 -0.69
F -4.773 -0.080 -1.164 0.18 -0.49 0.77
F -2.930 0.900 -0.435 3.75 0.54 -2.82
P -0.343 -1.781 -0.993 -2.70 -2.57 -1.33
F -1.844 -1.284 -0.841 -3.56 -2.39 -1.10
F -0.779 -3.226 -1.686 1.15 1.94 1.60
F -0.326 -1.035 -2.416 -0.35 -1.07 -4.85
F 1.227 -2.008 -1.131 -0.80 -0.47 1.15
F -0.232 -0.244 -0.681 4.00 6.20 4.83
F -0.517 -2.197 0.567 1.89 -0.71 -0.68
```
Positions in Å, forces in eV/Å.

=====

# 3
Below is a cluster of 2 separate species, C9H18F3NOP in total at a distorted geometry, with properties calculated with ωB97M-V/def2-TZVPD.

## Properties
DFT total energy = -1124.30742 Ha
HOMO level = -0.4522 hartree
net charge = +1
Kohn-Sham gap = 0.2900 Ha

XYZ file:
```
33
Properties=species:S:1:pos:R:3:forces:R:3
C -0.943 -1.658 -0.430 -0.08 1.68 0.32
C -2.455 1.349 -1.810 -0.56 0.78 0.99
C -3.478 0.329 0.271 -0.13 0.81 2.36
C -1.999 2.235 0.592 -2.75 0.63 -0.15
C 2.474 0.698 1.242 -1.41 0.00 0.82
C 3.580 -0.009 -0.767 -2.27 0.27 -2.93
C 3.925 -1.127 1.216 0.92 0.22 -1.07
C 0.169 -2.506 0.042 1.27 -2.13 -0.89
C -2.265 1.004 -0.348 0.63 0.26 1.63
N 3.420 -0.145 0.608 -0.20 -2.22 1.49
O -1.923 -2.341 -1.021 -0.07 -0.97 0.17
F 0.939 -1.865 0.909 0.71 0.28 1.18
F 1.100 -2.874 -0.951 -1.44 0.23 0.62
F -0.264 -3.639 0.615 0.28 0.43 -0.34
P -0.774 -0.071 0.112 -0.57 0.44 -1.01
H -2.798 0.413 -2.297 1.23 0.60 -0.65
H -3.388 1.938 -1.855 0.42 0.24 -0.03
H -1.595 2.031 -2.084 -0.96 -1.38 -0.77
H -4.182 1.170 0.656 0.94 -1.73 -0.57
H -3.092 -0.297 1.164 -1.25 0.86 -1.20
H -4.009 -0.266 -0.431 -0.44 -0.81 -0.42
H -3.031 2.724 0.924 2.30 -0.84 -0.87
H -1.490 1.978 1.482 0.13 -0.88 1.41
H -1.335 2.990 0.259 0.42 0.89 -1.22
H 2.405 0.547 2.288 1.11 -0.03 1.32
H 2.824 1.645 0.983 -0.32 2.01 -0.08
H 1.407 0.483 1.088 0.42 0.17 -1.54
H 4.379 -0.524 -1.258 0.26 -0.85 0.28
H 2.551 -0.227 -1.212 1.39 -0.22 0.27
H 3.702 0.998 -1.023 0.34 1.78 -0.14
H 3.701 -1.297 2.210 -0.38 -0.35 1.90
H 4.635 -1.707 0.680 0.39 -0.73 -0.23
H -2.192 -1.981 -1.855 -0.32 0.55 -0.66
```
Positions in Å, forces in eV/Å.

=====

# 4
Below is a structure of composition C9H18F8Na4O11P2 at a distorted geometry, with properties calculated with ωB97M-V/def2-TZVPD.

## Properties
DFT total energy = -3311.63884 Ha
HOMO level = -0.5800 hartree
net charge = +2
Kohn-Sham gap = 0.3295 Ha

XYZ file:
```
52
Properties=species:S:1:pos:R:3:forces:R:3
Na -2.059 -1.319 -3.007 -4.80 0.34 -4.07
Na 1.669 0.181 0.632 9.87 -5.23 5.07
Na -1.860 -2.394 0.782 -1.63 -15.32 5.86
Na -2.880 2.614 -1.379 -2.65 4.38 -2.14
P -2.184 -3.701 -1.847 -0.37 -5.68 -1.31
F -1.046 -4.846 -1.920 -0.70 0.78 0.01
F -1.225 -2.753 -0.954 1.82 -3.97 -3.36
F -1.401 -3.030 -3.180 -0.57 -2.14 0.24
F -3.362 -2.489 -1.841 1.18 -0.53 0.59
F -3.243 -4.568 -2.752 1.66 1.38 1.05
F -2.689 -4.419 -0.439 -0.37 1.74 -0.97
O -2.048 1.264 -0.636 4.05 -5.17 1.14
P -1.115 0.091 -0.817 -2.67 1.27 1.93
O -0.793 -0.538 -2.084 -4.39 3.42 2.17
F -1.724 -1.185 -0.097 0.86 17.42 -5.51
F 0.208 0.381 0.096 -13.76 -0.13 -3.93
C 2.613 3.637 -0.711 2.11 1.40 -0.24
O 1.675 3.995 0.257 -2.28 -0.32 1.84
C 0.963 3.042 0.902 0.57 3.02 -0.76
O 1.318 1.914 1.010 -0.86 3.00 3.23
O -0.153 3.594 1.350 -0.31 0.31 0.27
C -1.201 2.814 1.997 1.97 0.32 -0.20
H 3.298 4.484 -0.748 -0.43 0.41 -0.49
H 2.081 3.508 -1.654 0.38 -0.25 -0.14
H 3.289 2.833 -0.419 -0.66 0.93 -0.17
H -0.799 2.060 2.675 0.35 0.15 -0.46
H -1.749 2.347 1.179 0.26 0.54 0.57
H -1.735 3.488 2.666 -0.27 0.22 -0.61
C 1.046 -0.187 -2.094 2.82 -1.04 -1.59
O 2.420 -0.366 -2.085 1.24 0.63 -0.77
C 3.167 0.429 -1.364 2.74 -0.72 0.65
O 2.788 1.264 -0.497 3.06 -4.52 -5.04
O 4.468 0.048 -1.552 -0.37 2.35 1.67
C 4.975 -0.833 -2.532 -1.15 -1.23 -2.79
H 0.752 0.841 -2.306 0.66 0.28 0.66
H 0.665 -0.692 -1.206 2.86 -0.30 -1.30
H 0.578 -0.710 -2.928 2.78 -0.22 -0.38
H 5.080 -1.874 -2.225 -0.08 0.32 0.59
H 5.828 -0.576 -3.160 1.02 1.06 1.63
H 4.355 -0.839 -3.428 -1.13 -0.31 0.37
C -0.014 -1.991 4.085 -0.17 -1.27 0.41
O -0.728 -0.813 3.795 -0.01 0.83 1.11
C -1.761 -0.731 3.023 0.64 -0.79 -1.23
O -2.190 -1.599 2.280 -1.14 1.92 5.34
O -2.110 0.503 2.952 -1.72 1.83 -0.30
C -3.192 0.899 2.043 -0.93 -0.32 1.14
H 0.879 -1.962 3.461 0.13 -0.35 0.42
H -0.591 -2.908 3.960 -0.17 0.11 -0.73
H 0.157 -2.025 5.161 0.60 0.54 -0.18
H -4.148 0.642 2.498 0.10 -0.47 -0.10
H -3.082 0.485 1.040 -0.09 -0.04 0.63
H -3.191 1.989 2.020 -0.08 -0.59 0.15
```
Positions in Å, forces in eV/Å.

=====

# 5
Below is a cluster of 3 separate species, C9H18N2O4S in total at a distorted geometry, with properties calculated with ωB97M-V/def2-TZVPD.

## Properties
DFT total energy = -1161.94601 Ha
HOMO level = -0.3252 hartree
Kohn-Sham gap = 0.3284 Ha
energy relative to the best compared isomer or geometry (same formula, charge and spin) = 304.8 kcal per mole

XYZ file:
```
34
Properties=species:S:1:pos:R:3:forces:R:3
C -1.542 -1.827 0.566 -1.84 0.19 1.70
C -0.323 -1.378 -0.218 -4.40 -2.12 -3.22
C -3.001 -1.651 -0.057 -0.69 -3.05 -1.78
C -3.516 0.044 -0.651 -0.63 -0.25 1.14
C -2.503 2.875 -0.261 1.21 1.09 -0.51
C 1.661 -0.083 -0.356 -0.48 3.26 3.67
C 2.921 -0.725 -0.357 5.43 -0.56 -1.55
C 2.118 1.209 0.518 0.30 3.30 3.01
C 2.115 2.584 -0.314 0.21 -0.04 -2.29
H -1.449 -0.115 2.063 -1.16 -2.99 -0.98
H -1.217 -1.638 2.665 -0.85 0.33 -0.54
H -1.398 -2.995 0.584 -0.49 2.11 0.71
H -3.107 -2.530 -1.014 0.19 3.08 2.62
H -3.535 -2.246 0.942 0.40 2.57 -3.23
H -4.467 0.494 0.392 3.12 -1.16 -3.56
H -4.021 0.263 -1.999 1.53 -1.18 4.66
H -3.143 3.498 -1.174 1.49 -2.56 2.69
H -3.067 2.633 0.767 1.19 1.46 -2.47
H -1.471 3.631 -0.214 -3.02 -2.42 0.50
H 0.911 -1.040 1.597 -1.36 1.29 -5.12
H 1.401 0.471 -1.246 -0.76 -1.05 -0.62
H 3.289 1.175 1.017 -4.15 -0.20 -1.30
H 0.309 1.499 1.289 -0.47 0.10 0.11
H 2.701 3.344 0.308 -1.46 -0.77 -0.81
H 2.865 2.494 -1.358 -2.41 -0.04 2.92
H 0.933 2.969 -0.705 3.68 -1.14 1.34
H 3.762 -2.624 -0.249 -4.03 3.04 -1.76
N -1.848 -1.165 1.972 3.55 0.83 0.32
N 0.663 -0.821 0.404 3.26 0.57 4.03
O -0.480 -1.587 -1.450 1.59 1.03 1.94
O 3.990 -0.084 -0.230 -1.75 -3.15 -0.87
O 1.157 1.421 1.738 2.05 -0.52 -2.45
O 2.806 -2.038 -0.589 4.40 -2.84 2.06
S -1.774 1.040 -0.579 -3.64 1.78 -0.35
```
Positions in Å, forces in eV/Å.

=====

# 6
Below is an isolated molecule of C9H18N2O5S, with properties calculated with ωB97M-V/def2-TZVPD.

## Properties
DFT total energy = -1237.64472 Ha
HOMO level = -0.3544 hartree
SMILES = CC(=O)NCCCC[C@@]1(CN)COS(=O)(=O)O1
Kohn-Sham gap = 0.3759 Ha

XYZ file:
```
35
Properties=species:S:1:pos:R:3:forces:R:3
C -3.542 -1.342 -0.906 0.00 -0.17 0.01
C -2.662 -1.156 0.301 -0.06 -0.36 -0.01
O -2.505 -0.076 0.825 -0.07 0.37 0.15
N -2.082 -2.308 0.804 0.41 0.35 -0.31
C -1.002 -2.145 1.768 0.12 -0.10 0.36
C 0.385 -2.199 1.128 -0.10 -0.11 -0.20
C 0.626 -1.136 0.057 0.14 0.14 -0.04
C 0.830 0.263 0.644 -0.36 0.08 -0.17
C 1.397 1.371 -0.271 0.43 -0.34 0.29
C 2.173 2.380 0.557 -0.20 0.26 0.23
N 1.361 2.921 1.652 -0.08 0.01 -0.19
C 2.275 0.903 -1.443 0.08 0.08 -0.35
O 1.415 0.804 -2.597 0.11 -0.26 0.09
S 0.001 1.481 -2.366 0.02 0.14 0.39
O -0.980 0.459 -2.239 -0.05 0.01 -0.14
O -0.185 2.541 -3.285 -0.04 0.00 -0.05
O 0.337 2.102 -0.941 -0.14 -0.05 -0.24
H -3.124 -0.762 -1.730 -0.08 0.01 0.05
H -4.533 -0.962 -0.660 0.04 0.07 -0.09
H -3.635 -2.390 -1.194 0.02 0.05 -0.04
H -1.893 -3.002 0.093 -0.28 -0.14 0.14
H -1.070 -2.923 2.534 -0.07 -0.01 -0.10
H -1.168 -1.192 2.271 0.01 -0.03 -0.06
H 0.516 -3.182 0.658 -0.04 0.02 0.10
H 1.137 -2.141 1.922 0.00 0.07 -0.06
H -0.226 -1.096 -0.619 0.01 -0.11 -0.10
H 1.476 -1.454 -0.553 0.04 0.04 0.10
H -0.158 0.618 0.956 0.14 0.01 0.18
H 1.452 0.215 1.543 0.04 -0.01 -0.10
H 2.555 3.167 -0.103 -0.02 -0.09 -0.07
H 3.027 1.839 0.983 0.06 0.08 -0.10
H 1.622 3.884 1.827 0.08 -0.09 0.11
H 0.387 2.957 1.368 0.03 0.00 0.02
H 2.744 -0.064 -1.290 -0.11 -0.01 0.07
H 3.051 1.629 -1.695 -0.08 0.07 0.14
```
Positions in Å, forces in eV/Å.

=====

Number 1: LUMO energy 0.422 eV. Number 2: LUMO energy 2.249 eV. Number 3: LUMO energy -4.413 eV. Number 4: LUMO energy -6.814 eV. Number 5: LUMO energy 0.087 eV. Number 6: LUMO energy 0.585 eV.